Molecular formula: C9H26Cl2NPYb
Method: DFT, the ωB97M-V functional and the def2-TZVPD basis

Element x y z (Å)
Yb 1.4641 1.2629 1.0903
Cl 2.1713 2.2538 -1.0691
Cl 0.0856 2.2472 2.8558
H 1.8137 -0.8716 -0.7557
H 2.3152 -0.3205 -0.9155
P 2.7952 4.6700 0.0497
C 2.5701 5.6439 -1.5886
C 2.8612 6.1028 1.3009
C 4.6524 4.2362 -0.1374
C 1.1540 5.7103 -2.1529
H 3.2151 5.0860 -2.2880
C 3.0755 7.0932 -1.5177
H 2.4419 7.6979 -0.8564
H 3.0222 7.5458 -2.5202
H 4.0991 7.2013 -1.1474
H 0.7003 4.7267 -2.2643
H 1.2034 6.1821 -3.1427
H 0.4995 6.3256 -1.5236
H 4.7064 3.8644 -1.1713
C 5.1035 3.1425 0.8198
C 5.5658 5.4536 -0.0245
H 5.5412 6.0860 -0.9190
H 6.6076 5.1405 0.1344
H 5.2922 6.0959 0.8171
H 4.5121 2.2317 0.7061
H 5.0438 3.4706 1.8631
H 6.1490 2.8936 0.5984
C 1.4577 6.6990 1.4429
H 3.5077 6.9012 0.9058
C 3.4767 5.6256 2.6273
H 1.1302 7.1934 0.5253
H 1.4241 7.4311 2.2588
H 0.7007 5.9441 1.6706
H 3.0476 4.6797 2.9776
H 3.2872 6.3537 3.4292
H 4.5589 5.4699 2.5546
N -0.5630 -0.1805 0.3960
H -0.6724 -0.9705 1.0532
H -0.7723 -0.5217 -0.5505
H -1.2684 0.5440 0.6483

Properties
expectation value of S² = 0.75
calculated total energy = -2833.7596 hartree
F_max = 0.0441 Eh/bohr
spin multiplicity = 2
total charge = -1
ΔE to the lowest compared entry with this formula, charge and spin = 0.0 kJ/mol
LUMO level (spin up / spin down) = 3.066 / 3.000 eV

Results of the Mulliken charge analysis, in e, for atoms 1 through 5: -0.134, -0.371, -0.522, -0.128, 0.168


Molecular formula: C3H33N3O15
Method: DFT, the ωB97M-V functional and the def2-TZVPD basis

Element x y z (Å)
O -0.8602 -0.7576 -0.5223
C 0.0701 -1.4916 -0.8274
N 1.3353 -0.9351 -0.8474
C 1.4874 0.3025 -1.2654
N 2.7667 0.8058 -1.1418
O 0.7356 1.2098 -1.8378
C -0.0234 -3.0448 -0.6947
N -1.3134 -3.3610 -0.1294
H 0.1864 4.4693 -0.0302
H 3.5336 0.2601 -0.7870
H 2.8570 1.7956 -0.9782
H 0.7270 -3.4528 -0.0250
H 0.0035 -3.5210 -1.6721
H -1.5528 -3.1187 0.8290
H -2.1797 -3.2120 -0.6288
H 1.6199 0.6601 3.2403
H 3.0691 0.7210 2.6145
O 2.3030 1.2494 2.8954
H -2.4705 -2.1614 -4.0667
H -0.9780 -2.0200 -3.6839
O -1.8165 -1.5246 -3.7683
H 3.5208 -1.5385 1.5976
H 2.7551 -0.8147 0.5868
O 3.6233 -0.7692 1.0194
H 1.4379 2.1612 0.4428
H 2.3231 2.1861 1.6669
O 2.1209 2.7100 0.8367
H -1.9265 -0.0437 -2.6081
H -0.3444 1.1043 -2.2349
O -1.7288 0.8869 -2.3787
H -1.8640 3.2410 -1.0801
H -2.0428 0.9800 -1.4630
O -2.7673 2.9561 -1.3617
H -1.1136 3.1823 1.2933
H -0.6889 2.0469 2.1666
O -1.5181 2.5042 1.8766
H -3.1979 0.3919 1.1502
H -2.6372 -0.9263 0.7556
O -3.1063 -0.5068 1.4997
H 1.3794 -1.1749 -4.7053
H 1.7222 -1.1119 -3.1794
O 1.0787 -1.4368 -3.8291
H -1.7085 -2.3029 4.1195
H -2.9887 -1.6483 3.3846
O -2.1055 -2.0074 3.2982
H 0.2988 3.0717 -0.7121
H -2.4682 2.7404 -2.2572
O -0.3287 3.7286 -0.3630
H 2.0014 -2.5711 3.3842
H 0.9522 -1.9503 2.5681
O 1.8992 -2.1603 2.4995
H -1.6120 -0.1478 2.6390
H -1.4702 1.0850 3.6374
O -1.0271 0.3127 3.2597

Properties
calculated total energy = -1426.9826 hartree
F_max = 0.0500 Eh/bohr
ΔE to the lowest compared entry with this formula, charge and spin = 0.0 kJ/mol
LUMO level = 0.091 eV

Results of the Mulliken charge analysis, in e, for atoms 1 through 5: -0.213, 0.564, -0.731, 0.431, -0.295


Molecular formula: C5H8N
Method: DFT, the ωB97M-V functional and the def2-TZVPD basis

Element x y z (Å)
C -1.1786 -0.2290 0.0171
C -0.7894 0.9132 0.4988
C 0.9399 -1.2674 -1.1723
C -0.2235 -1.4667 -0.2197
C -0.2478 2.2564 0.8642
N 1.1435 -1.7816 0.0479
H -2.3012 -0.4230 0.0694
H 1.1700 -1.8918 -2.0304
H 1.1928 -0.2115 -1.3759
H -0.8731 -2.3613 -0.0946
H -1.1963 2.8291 0.8711
H 0.3051 2.6713 0.0227
H 0.3820 2.2742 1.7973
H 1.6768 -1.3118 0.7044

Properties
calculated total energy = -249.6226 hartree
F_max = 0.0776 Eh/bohr
total charge = +1
ΔE to the lowest compared entry with this formula, charge and spin = 531.8 kJ/mol
LUMO level = -6.661 eV

Results of the Mulliken charge analysis, in e, for atoms 1 through 5: -0.249, 0.359, -0.384, 0.040, -0.761


Molecular formula: C26H38CrN5O5S3Se2
Method: DFT, the ωB97M-V functional and the def2-TZVPD basis

Element x y z (Å)
Cr 1.3178 -1.4304 -0.7853
O -1.7240 -0.2125 -3.7098
C -0.5298 -0.3407 -3.1921
O -0.2982 -1.0996 -2.2638
C 0.5370 0.4907 -3.8548
O 1.7945 0.0373 -3.4128
C 2.7185 1.0369 -3.0113
C 2.8302 1.0572 -1.4614
O 3.0036 2.0777 -0.8468
O 2.7426 -0.1228 -0.9659
H -2.3840 -0.7844 -3.2812
H 0.3682 1.5480 -3.6127
H 0.4471 0.3770 -4.9446
H 2.4454 2.0274 -3.3753
H 3.7010 0.7493 -3.4041
Se 4.6545 -2.1802 -1.3806
Se 3.8126 -3.8146 -0.0163
C 3.0938 -2.6932 1.3823
C 3.5379 -2.8820 2.6868
C 3.1465 -1.9933 3.6694
C 2.3448 -0.9232 3.2921
C 1.9209 -0.8364 1.9832
N 2.2441 -1.7231 1.0348
C 3.3377 -2.4146 -2.7458
C 3.7316 -2.4889 -4.0779
C 2.8196 -2.9246 -5.0173
C 1.5592 -3.3175 -4.5758
C 1.2315 -3.1507 -3.2462
N 2.0861 -2.6519 -2.3457
H 4.1986 -3.7094 2.9006
H 3.4820 -2.1108 4.6866
H 2.0537 -0.1668 4.0006
H 1.3014 -0.0149 1.6619
H 4.7459 -2.2225 -4.3367
H 3.0883 -3.0079 -6.0587
H 0.8419 -3.7483 -5.2553
H 0.2634 -3.4613 -2.8688
S -0.2592 -3.3253 -0.2336
C -1.1100 -3.3444 1.2000
N -2.1229 -4.1728 1.4300
C -2.9612 -3.9038 2.5793
C -2.1125 -3.1073 3.5652
S -0.8225 -2.2835 2.5526
H -2.4225 -4.8367 0.7275
H -3.2983 -4.8374 3.0312
H -3.8435 -3.3283 2.2642
H -1.6021 -3.7396 4.2909
H -2.6805 -2.3416 4.0873
C -4.4144 2.6907 1.5695
C -4.8161 1.4402 0.7959
C -3.6838 0.8361 -0.0394
C -2.6972 -0.0179 0.7652
N -1.8424 0.7685 1.6255
C -0.7223 1.3658 1.2018
S 0.0185 0.8788 -0.2668
N -0.1957 2.3196 1.9518
C 0.9753 3.1305 1.6723
C 0.6376 4.6039 1.8934
C -0.4471 5.1333 0.9513
C 0.0248 5.2237 -0.4947
H -5.2975 3.1823 1.9643
H -3.9041 3.3921 0.9140
H -3.7665 2.4591 2.4128
H -5.6276 1.7070 0.1187
H -5.2063 0.6881 1.4856
H -3.1393 1.6322 -0.5514
H -4.1176 0.1911 -0.8038
H -2.0521 -0.5817 0.0829
H -3.2425 -0.7232 1.3960
H -2.3052 1.1747 2.4287
H -0.7272 2.6345 2.7578
H 1.3167 2.9564 0.6519
H 1.7774 2.8371 2.3564
H 1.5468 5.1893 1.7536
H 0.3168 4.7370 2.9306
H -0.7294 6.1307 1.2918
H -1.3418 4.5038 1.0090
H 0.9258 5.8260 -0.5562
H -0.7393 5.6942 -1.1070
H 0.2444 4.2418 -0.9073

Properties
expectation value of S² = 3.80
calculated total energy = -8705.0315 hartree
F_max = 0.0401 Eh/bohr
spin multiplicity = 4
total charge = +2
ΔE to the lowest compared entry with this formula, charge and spin = 54.4 kJ/mol
LUMO level (spin up / spin down) = -6.647 / -5.664 eV

Results of the Mulliken charge analysis, in e, for atoms 1 through 5: 1.416, -0.516, 0.359, -0.205, -0.608


Molecular formula: C17H24CsF5N3OTa
Method: DFT, the ωB97M-V functional and the def2-TZVPD basis

Element x y z (Å)
N -1.0532 1.9082 -0.6072
C -1.8983 2.8605 -0.4146
O -2.6744 3.7248 -0.2509
Cs 0.8087 0.1941 -3.6652
Ta 0.1080 0.3882 -0.1909
N 1.9322 1.0715 0.1154
N -0.1608 -0.7883 -1.7695
C 2.0064 2.1981 1.1178
C -1.4649 -1.3707 -2.3288
C 1.8940 3.5118 0.3514
C 3.3367 2.1632 1.8667
C 0.8769 2.0729 2.1265
C -1.1453 -2.2783 -3.5345
C -2.1606 -2.1859 -1.2345
C -2.3211 -0.1832 -2.7664
H 2.6988 3.6003 -0.3889
H 1.9786 4.3485 1.0593
H 0.9309 3.5920 -0.1670
H 3.5190 1.1682 2.2864
H 3.2860 2.8808 2.6973
H 4.1746 2.4613 1.2296
H -0.1229 2.0687 1.6464
H 0.9149 2.9561 2.7796
H 1.0140 1.1838 2.7552
H -1.0446 -1.7211 -4.4843
H -1.9980 -2.9504 -3.6892
H -0.2604 -2.9079 -3.3631
H -1.5271 -3.0214 -0.9030
H -3.0921 -2.6126 -1.6462
H -2.4245 -1.5687 -0.3644
H -2.3055 0.6507 -2.0517
H -3.3622 -0.5205 -2.8625
H -2.0285 0.2009 -3.7617
C 0.8409 -1.7714 -1.2396
H 1.3071 -1.3995 -0.2760
H 0.3676 -2.7409 -1.0104
H 1.6559 -1.9475 -1.9738
C 3.1309 0.9040 -0.7450
H 4.0473 0.9895 -0.1419
H 3.1542 -0.0961 -1.2115
H 3.1791 1.6653 -1.5483
F -2.8223 0.4499 1.2180
C -2.0835 -0.5391 1.8308
C -0.7129 -0.6691 1.4835
C -0.0032 -1.6927 2.1624
F 1.3516 -1.7977 1.9597
C -0.6204 -2.5717 3.0432
F 0.0840 -3.5606 3.6346
C -1.9819 -2.4227 3.3144
F -2.5932 -3.2858 4.1426
C -2.7155 -1.3856 2.7334
F -4.0211 -1.2234 3.0365

Properties
calculated total energy = -1477.5837 hartree
F_max = 0.1144 Eh/bohr
total charge = +2
ΔE to the lowest compared entry with this formula, charge and spin = 1.9 kJ/mol
LUMO level = -7.832 eV

Results of the Mulliken charge analysis, in e, for atoms 1 through 5: -0.493, 1.035, -0.367, 1.118, -1.160


Molecular formula: C17H45N4O7Y
Method: DFT, the ωB97M-V functional and the def2-TZVPD basis

Element x y z (Å)
Y 2.0457 -0.3793 -1.4155
O -1.6005 -0.9481 0.5466
C -0.4875 -0.9624 -0.1885
O -0.2963 -0.3203 -1.2471
O 0.5634 -1.3868 0.3133
H -1.2747 -1.4947 1.2655
C 5.2087 -3.3146 0.7734
C 3.8662 -3.2523 0.0427
C 2.6516 -4.2388 0.4731
O 3.0306 -5.5528 0.3444
C 1.8951 -6.3566 0.5530
N 3.3609 -1.8591 0.1539
H 5.7585 -4.2543 0.8257
H 4.8974 -3.1218 1.8000
H 5.8530 -2.5192 0.3987
H 3.8893 -3.4969 -1.0192
H 1.8186 -3.8886 -0.1365
H 2.3012 -4.1084 1.4970
H 2.2662 -7.3426 0.2734
H 1.2582 -6.2001 -0.3176
H 1.3466 -6.3719 1.4948
H 2.6753 -1.9940 0.8833
H 4.0728 -1.3736 0.6807
C -1.4068 7.1386 -1.5207
C -1.0861 5.6072 -1.6246
C -2.2923 4.8051 -2.2362
O -2.2366 3.3557 -2.3366
C -2.4212 2.6586 -1.0798
N 0.0421 5.3597 -2.4645
H -0.8916 7.6130 -0.6855
H -2.4947 7.1792 -1.4652
H -1.0574 7.6695 -2.4062
H -0.9273 5.1806 -0.6342
H -2.3795 5.1479 -3.2672
H -3.0112 5.0905 -1.4682
H -1.9141 3.1463 -0.2473
H -2.1545 1.6022 -1.1134
H -3.5097 2.6348 -1.0277
H -0.2622 5.9119 -3.2535
H -0.1764 4.4172 -2.7542
C -6.1689 -1.7971 -1.6540
C -4.7569 -1.1515 -1.5158
C -4.6623 0.0153 -2.5931
O -4.2789 -0.5293 -3.8787
C -2.8465 -0.4287 -4.1920
N -4.7063 -0.5311 -0.2089
H -6.1283 -2.3144 -2.6126
H -6.9411 -1.0307 -1.5876
H -6.3686 -2.5480 -0.8896
H -3.8940 -1.8126 -1.5956
H -4.0269 0.7586 -2.1115
H -5.6727 0.4179 -2.6654
H -2.2457 -0.6868 -3.3199
H -2.5206 0.5459 -4.5552
H -2.4417 -1.0099 -5.0206
H -5.0919 -1.0350 0.5769
H -3.7623 -0.4678 0.1444
C 1.4912 -1.4489 3.4850
C 2.5575 -0.3924 3.2076
C 2.6410 0.7785 4.1736
O 3.9174 1.4034 4.1323
C 4.0268 2.3977 3.1946
N 3.8117 -1.1121 2.9719
H 0.4847 -1.0354 3.5478
H 1.8371 -1.8910 4.4193
H 1.6154 -2.3128 2.8319
H 2.3848 -0.1147 2.1678
H 2.6114 0.3996 5.1952
H 1.8623 1.5390 4.1152
H 3.0835 2.9427 3.1598
H 4.2156 1.9405 2.2233
H 4.8417 3.0976 3.3799
H 3.7700 -1.8873 3.6179
H 4.4407 -0.4798 3.4460

Properties
calculated total energy = -1457.9770 hartree
F_max = 0.0894 Eh/bohr
total charge = +2
LUMO level = -10.353 eV

Results of the Mulliken charge analysis, in e, for atoms 1 through 5: 1.725, -0.293, 0.843, -0.579, -0.370


Molecular formula: C10H14F8N2O8S2
Method: DFT, the ωB97M-V functional and the def2-TZVPD basis

Element x y z (Å)
H -0.7335 -0.5846 -5.2145
N -0.1193 -1.2942 -4.7116
C 0.2531 -0.6443 -3.5524
C -0.3350 0.9141 -3.3377
N 0.3246 1.5456 -2.1451
S 0.4297 3.2839 -2.2623
O -0.2551 3.9049 -3.5026
O -0.1744 4.0392 -1.0157
F 2.1361 3.6634 -2.2137
S -0.4142 1.0848 -0.6316
O -0.5754 -0.4670 -0.4471
O 0.4030 1.5532 0.6352
F -2.0269 1.7381 -0.5534
H 0.9556 -1.0686 -2.7185
H -1.5068 0.7524 -3.1691
H -0.1292 1.4480 -4.3703
C -2.1429 1.8935 2.6926
C -3.3275 2.8060 2.4349
O -4.4386 2.4342 3.2648
C -4.4248 2.9229 4.5459
O -3.5316 3.6358 4.9962
C -5.6827 2.4945 5.2997
F -5.9959 1.1815 5.1013
F -6.7794 3.2083 4.9148
F -5.5769 2.6573 6.6487
H -2.4303 0.8447 2.5659
H -1.3223 2.1215 2.0066
H -1.7775 2.0016 3.7185
H -3.6558 2.6955 1.3961
H -3.0649 3.8604 2.5786
C 4.3534 -4.1003 1.1295
C 5.1844 -3.8819 -0.1211
O 4.4715 -4.3316 -1.2834
C 3.5635 -3.4509 -1.8125
O 3.3409 -2.3362 -1.3470
C 2.9162 -4.0333 -3.0678
F 2.5526 -5.3396 -2.9171
F 3.7552 -3.9947 -4.1425
F 1.7870 -3.3683 -3.4426
H 4.0411 -5.1468 1.2063
H 4.9231 -3.8339 2.0242
H 3.4407 -3.4968 1.1071
H 6.1011 -4.4776 -0.0603
H 5.4882 -2.8342 -0.2271

Properties
structure (SMILES) = [H]/N=C\CN(S(=O)(=O)F)S(=O)(=O)F.CCOC(=O)C(F)(F)F.CCOC(=O)C(F)(F)F
calculated total energy = -2695.9280 hartree
F_max = 0.1896 Eh/bohr
ΔE to the lowest compared entry with this formula, charge and spin = 407.3 kJ/mol
LUMO level = -2.787 eV

Results of the Mulliken charge analysis, in e, for atoms 1 through 5: 0.256, -0.576, 0.284, -0.792, 0.055


Molecular formula: C3H6OS2
Method: DFT, the ωB97M-V functional and the def2-TZVPD basis

Element x y z (Å)
O -0.8487 -1.7565 0.2256
C -1.3563 -0.5290 0.1646
S -2.8775 -0.1752 -0.3873
C -0.3894 0.6199 0.6465
C 0.7926 0.8174 -0.3113
S 2.0047 -0.5743 -0.2021
H 0.1482 -1.6102 0.3118
H -0.9859 1.5417 0.6699
H -0.0127 0.3549 1.6696
H 0.4702 0.8406 -1.3131
H 1.3302 1.7607 -0.2083
H 1.7246 -1.2900 -1.2660

Properties
structure (SMILES) = OC(=S)CCS
calculated total energy = -989.5007 hartree
F_max = 0.0299 Eh/bohr
ΔE to the lowest compared entry with this formula, charge and spin = 73.1 kJ/mol
LUMO level = 0.401 eV

Results of the Mulliken charge analysis, in e, for atoms 1 through 5: -0.418, 0.368, -0.288, -0.699, -0.479


- What is the formula in the second record?
  C3H33N3O15


- Which value of calculated total energy does entry 1 give?
  -2833.7596 hartree